1.
This record from OMol25 describes a 2-piece molecular cluster, C7H16NSi overall. The level of theory is ωB97M-V/def2-TZVPD.

Values from the calculation:
- Gap between HOMO and LUMO (alpha / beta): 9.41 / 6.87 eV
- Electronic energy: -620.05081 Eh
- LUMO energy (alpha / beta): -3.587 / -4.524 eV
- Total charge: +1
- Relative energy (zero: lowest compared OMol25 entry of this formula, charge and spin): 7.1912 eV
- Highest occupied orbital energy (alpha / beta): -0.4776 / -0.4188 Ha

Geometry (Å):
C  1.72996  -0.09402  -0.20178
C  1.09157  0.89014  0.31120
C  -1.97266  -0.73939  -1.18063
C  -3.26261  -0.73709  -0.44924
C  3.19438  0.12117  -0.63128
C  1.35062  -1.61109  -0.36880
C  -1.46141  -0.46586  1.28269
N  -2.12003  -0.03057  0.09900
Si  0.77416  2.59928  0.95264
H  -1.11308  -1.54225  -0.93750
H  -1.88985  0.00180  -2.02293
H  -4.10029  -0.20888  -0.80752
H  -3.58230  -1.62293  0.11106
H  3.70222  -0.18192  0.25827
H  3.50539  1.18577  -0.65671
H  3.56795  -0.51207  -1.45023
H  0.50023  -1.77728  -1.04690
H  2.23707  -2.08048  -0.91587
H  1.24044  -2.12315  0.60784
H  -1.37461  -1.52703  1.35657
H  -1.42565  0.06897  2.16606
H  -2.26721  1.01527  0.15182
H  1.78156  3.58296  0.31286
H  0.54768  2.76839  2.36283
H  -0.65352  3.02026  0.69656


2.
This record from OMol25 describes a 8-piece molecular cluster, C4H22NO9 overall. The level of theory is ωB97M-V/def2-TZVPD.

Values from the calculation:
- Gap between HOMO and LUMO: 8.24 eV
- Electronic energy: -897.56467 Eh
- LUMO energy: 2.757 eV
- Total charge: -1
- Relative energy (zero: lowest compared OMol25 entry of this formula, charge and spin): 2.9741 eV
- Highest occupied orbital energy: -0.2015 Ha

Geometry (Å):
C  -3.47321  -0.05587  -0.55988
N  -3.18760  -0.44476  0.87722
C  -1.02032  -1.75578  0.47389
C  -1.78770  -0.63810  1.17002
C  -0.99442  0.73724  0.90559
O  -0.41504  1.11676  1.89568
O  -1.19296  1.25807  -0.24096
H  -2.52598  -0.05089  -1.19108
H  -4.05637  0.94374  -0.50757
H  -4.03318  -1.01544  -0.93059
H  -3.74578  -1.22312  0.98274
H  -1.72831  -2.32098  -0.14099
H  -0.19637  -1.45786  -0.23885
H  -0.72073  -2.44682  1.26618
H  -1.73759  -0.89488  2.22359
H  2.75177  -1.64617  0.66559
H  3.48495  -0.46344  -0.25369
O  3.46702  -1.38023  0.10356
H  0.03993  0.84373  -1.31640
H  0.78707  -0.42341  -1.76359
O  0.91636  0.49027  -1.71669
H  1.20877  2.82313  0.21476
H  1.17314  1.80614  1.26278
O  1.73949  2.41077  0.83169
H  0.84028  0.00209  2.21500
H  2.16275  -0.32528  1.74278
O  1.47532  -0.78709  2.04166
H  1.88926  -2.83476  -1.74095
H  0.60977  -3.31381  -2.34155
O  0.93471  -2.61577  -1.84656
H  -0.67507  3.51081  -1.19016
H  -0.61234  2.72612  0.06969
O  -0.38539  3.68484  -0.26457
H  2.76527  0.91040  -1.58467
H  2.84419  1.75423  -0.28522
O  3.39827  1.07611  -0.82845


3.
This record from OMol25 describes a 14-piece molecular cluster, C89H109O27P overall. The level of theory is ωB97M-V/def2-TZVPD.

Values from the calculation:
- Gap between HOMO and LUMO: 7.11 eV
- Electronic energy: -5829.35764 Eh
- LUMO energy: -0.171 eV
- Total charge: 0
- Highest occupied orbital energy: -0.2677 Ha

Geometry (Å):
C  1.73301  -3.87718  7.89255
C  0.44726  -3.93669  7.16304
C  0.19187  -2.66755  6.32413
C  -1.24841  -2.58342  5.70493
P  -1.60693  -0.93906  5.01211
C  -0.08147  -0.30501  4.20088
C  -0.09377  1.03366  3.49883
C  1.29449  1.27993  2.89471
C  1.39625  2.69021  2.18967
C  -2.84224  -1.21002  3.63683
C  -4.03953  -2.22732  3.72176
C  -5.18996  -1.97975  2.70826
C  -5.78756  -0.66240  2.30518
C  -2.17106  0.30826  6.20607
C  -3.38281  -0.00622  7.17115
C  -4.20929  1.20849  7.53368
C  -4.89991  1.83073  6.27084
H  2.47673  -3.67326  7.12223
H  1.89905  -4.88170  8.28174
H  1.78944  -3.08847  8.64278
H  -0.34312  -4.07805  7.90021
H  0.63424  -4.71477  6.42296
H  0.84797  -2.72062  5.45532
H  0.47784  -1.69697  6.72946
H  -1.97517  -2.88584  6.45890
H  -1.30352  -3.16048  4.78186
H  0.22349  -1.07815  3.49564
H  0.56082  -0.35541  5.08010
H  -0.43243  1.74123  4.25564
H  -0.98201  1.02178  2.86717
H  1.62977  0.44833  2.27492
H  2.01312  1.47249  3.69132
H  0.46324  3.25355  2.20502
H  1.78220  2.75716  1.17249
H  2.15173  3.39863  2.52950
H  -2.12908  -1.54019  2.88152
H  -3.08827  -0.20502  3.29399
H  -4.43419  -2.00281  4.71269
H  -3.72807  -3.26823  3.80899
H  -6.08665  -2.48037  3.07354
H  -5.06137  -2.55647  1.79231
H  -6.59517  -0.90386  1.61413
H  -5.14719  0.13158  1.92096
H  -6.31505  -0.19877  3.13879
H  -2.51783  1.12684  5.57537
H  -1.32113  0.48459  6.86533
H  -3.15532  -0.44989  8.14043
H  -3.87199  -0.79839  6.60434
H  -3.45175  1.89603  7.90987
H  -4.83989  0.71951  8.27620
H  -5.82322  2.38479  6.44000
H  -5.39131  1.05421  5.68463
H  -4.28634  2.51014  5.67920
O  0.66321  -0.97681  -0.26634
C  0.55763  -0.15572  -1.22211
O  -0.36707  -0.31094  -2.04927
O  1.29938  0.82661  -1.18195
H  -0.22204  -1.30648  -0.43736
C  1.01364  -4.98847  0.93704
C  0.29894  -3.76235  0.99991
C  -1.07208  -3.72789  0.61606
C  -1.78320  -4.83989  0.12779
C  -1.00483  -6.04511  0.00454
C  0.39089  -6.08721  0.29979
O  1.03113  -7.28173  0.37097
O  -1.77423  -2.52678  0.50802
H  1.99676  -5.19229  1.33494
H  0.67435  -2.81240  1.35072
H  -2.80753  -4.90148  -0.20891
H  -1.32314  -7.03589  -0.28430
H  1.56754  -7.50829  -0.39227
H  -2.68205  -2.58691  0.20167
C  5.27859  -0.79085  -0.50973
C  6.07947  -1.03724  -1.56601
C  5.72753  -1.97811  -2.49808
C  4.56545  -2.65683  -2.36250
C  3.68887  -2.44082  -1.25732
C  4.04958  -1.49076  -0.33869
O  3.32810  -1.19104  0.79660
O  6.47205  -2.26926  -3.59962
H  5.52911  -0.09502  0.27733
H  6.94057  -0.44115  -1.82978
H  4.28998  -3.34287  -3.14982
H  2.83362  -3.07623  -1.08066
H  2.43319  -1.06923  0.47117
H  6.73206  -1.49320  -4.10135
C  1.87235  4.13604  -5.87552
C  0.73087  3.91613  -5.12277
C  -0.58023  4.23905  -5.68117
C  -0.58361  4.77348  -7.00368
C  0.57383  4.96505  -7.68538
C  1.71398  4.52204  -7.18884
O  2.86318  4.56095  -7.96712
O  -1.76745  4.06380  -5.02995
H  2.83389  4.07240  -5.38788
H  0.93490  3.53088  -4.13467
H  -1.50072  5.06328  -7.49492
H  0.74511  5.32516  -8.68907
H  3.30234  3.71319  -7.86689
H  -1.39564  3.58736  -4.28405
C  -5.42801  -0.82802  -6.50065
C  -4.94811  -1.14643  -5.23676
C  -5.30699  -2.31847  -4.62361
C  -6.29141  -3.14498  -5.21058
C  -6.84825  -2.79561  -6.47023
C  -6.47092  -1.58987  -7.09858
O  -7.02678  -1.26073  -8.27406
O  -4.69851  -2.71264  -3.41108
H  -5.05041  0.12880  -6.82975
H  -4.19537  -0.60160  -4.68635
H  -6.65029  -4.09643  -4.84677
H  -7.58879  -3.42146  -6.94595
H  -6.62772  -0.42002  -8.50975
H  -3.78182  -2.42960  -3.44503
C  -3.62057  3.78793  3.09490
C  -4.84361  4.24723  3.57851
C  -6.01783  3.97593  2.77932
C  -5.90258  3.19309  1.60140
C  -4.64842  2.68297  1.24552
C  -3.51268  3.16269  1.80054
O  -2.25796  2.67674  1.38765
O  -7.32525  4.34260  3.19951
H  -2.73483  3.92830  3.69669
H  -4.89071  4.69622  4.55963
H  -6.78811  2.90185  1.05603
H  -4.57660  1.90711  0.49767
H  -2.07346  2.76011  0.44924
H  -7.92708  4.30650  2.45245
C  -4.63167  1.99575  -3.06043
C  -3.67254  1.00448  -2.65352
C  -4.07934  0.10488  -1.73533
C  -5.32580  -0.02366  -1.23857
C  -6.25118  1.00080  -1.61157
C  -5.83302  2.04858  -2.40967
O  -6.81692  2.90828  -2.71585
O  -3.16887  -0.83211  -1.41294
H  -4.27297  2.61085  -3.87246
H  -2.70011  0.98204  -3.12286
H  -5.56595  -0.91184  -0.67301
H  -7.29200  1.04011  -1.32599
H  -6.39166  3.60085  -3.22683
H  -2.32734  -0.47523  -1.70629
C  0.47470  -1.40863  -6.48942
C  -0.61888  -1.85918  -7.13098
C  -1.77256  -1.07599  -7.02496
C  -1.87226  0.02301  -6.15682
C  -0.81554  0.31814  -5.25530
C  0.43191  -0.32704  -5.49780
O  1.50286  -0.09741  -4.58693
O  -2.74089  -1.40121  -7.88154
H  1.38967  -1.97005  -6.60800
H  -0.68393  -2.78568  -7.68212
H  -2.81670  0.54683  -6.15010
H  -0.84816  0.96297  -4.38955
H  1.30456  0.20553  -3.69782
H  -2.76122  -2.34640  -8.04828
C  4.02071  -4.00152  4.31158
C  5.13592  -4.76005  4.74311
C  6.42768  -4.23591  4.56610
C  6.65050  -2.95980  4.10845
C  5.53688  -2.12949  3.69295
C  4.26692  -2.72361  3.81519
O  3.27582  -1.96142  3.27821
O  7.52344  -4.96020  4.91506
H  3.02821  -4.42717  4.32404
H  4.88844  -5.63604  5.32432
H  7.66814  -2.61986  3.98493
H  5.75854  -1.20280  3.18450
H  3.35254  -1.54495  2.41666
H  7.46607  -5.40027  5.76631
C  7.05255  4.09788  2.84677
C  8.12590  3.80142  3.72878
C  7.89979  2.79766  4.68570
C  6.75441  2.02707  4.65620
C  5.76359  2.22046  3.74386
C  5.90260  3.29558  2.84495
O  4.99814  3.51668  1.84673
O  8.77653  2.61327  5.69849
H  7.22036  4.81367  2.05564
H  9.14017  4.16614  3.79688
H  6.67224  1.20624  5.35325
H  4.83814  1.66592  3.79318
H  4.77534  2.77430  1.28031
H  9.45384  3.29214  5.74299
C  -1.20019  5.89416  -0.62548
C  -1.30253  4.76318  -1.40738
C  -0.26880  3.83042  -1.54968
C  0.90159  4.08824  -0.95470
C  1.05764  5.26826  -0.13571
C  0.04557  6.10217  0.01136
O  0.04798  7.04014  0.97483
O  -0.32417  2.70664  -2.30823
H  -2.04161  6.52570  -0.38141
H  -2.29962  4.60695  -1.79184
H  1.78876  3.53990  -1.23513
H  2.04593  5.42212  0.27172
H  0.66440  6.81031  1.67398
H  0.11891  2.10826  -1.70224
C  7.07559  3.58134  -1.59709
C  6.18250  2.80249  -0.83136
C  4.91804  2.68563  -1.28840
C  4.48810  3.29711  -2.45011
C  5.37872  3.91546  -3.24859
C  6.66097  4.10506  -2.79147
O  7.44503  4.83999  -3.68585
O  4.02324  1.96235  -0.54519
H  8.10458  3.64352  -1.27507
H  6.44529  2.36951  0.12251
H  3.46529  3.25276  -2.79405
H  5.07495  4.39783  -4.16589
H  7.01445  5.04183  -4.51979
H  3.19289  1.70609  -0.95316
C  0.78386  -5.21220  -3.00340
C  -0.11097  -4.14729  -2.68416
C  -1.02760  -3.68324  -3.61229
C  -1.21033  -4.44713  -4.78403
C  -0.38349  -5.49469  -5.12848
C  0.57442  -5.86764  -4.21371
O  1.11596  -7.08092  -4.30869
O  -1.83775  -2.59449  -3.30431
H  1.59929  -5.50368  -2.35802
H  0.08832  -3.47130  -1.86579
H  -1.95062  -4.27370  -5.55102
H  -0.43174  -6.11492  -6.01131
H  0.84509  -7.56402  -5.09281
H  -1.26979  -1.84481  -3.11199